C52H34IrN11O4 as an isolated structure. Source: OMol25; level of theory: ωB97M-V/def2-TZVPD.

Calculated values
Orbital gap (alpha / beta) ... 0.19521 / 0.16782 hartree
Energy relative to the best compared isomer or geometry (same formula, charge and spin) ... 0.0 kJ/mol
⟨S²⟩ ... 0.831

Geometry as ORCA input:
```
! RIJCOSX wB97M-V def2-TZVPD def2/J DEFGRID3
* xyz 1 2
H -3.86194 -2.69532 -0.36006
C 2.67556 -1.60566 5.56274
C 3.95363 -2.07416 5.85545
H -3.33909 -0.08747 -6.56796
C 4.53633 -2.15575 -3.43871
C 4.33356 -1.99960 -2.07160
C 3.32625 -1.58240 3.22721
N -1.10474 0.49193 2.36805
N 1.40056 -0.82502 2.23683
H -2.63141 -0.87640 0.77829
C 1.18166 -0.84484 3.57877
C 2.49950 5.04737 3.89643
C -0.68843 -3.61851 -1.04165
C -1.91647 2.46519 -3.61267
H 5.36606 -2.75384 -3.78742
C -0.14073 -5.40624 -2.74163
O 1.21554 1.75411 1.61518
C 2.60379 -0.78257 -3.96847
C -0.66636 1.20807 -1.71481
C -2.61156 2.34769 -1.29479
C -3.87725 2.25531 3.95475
H -3.45680 0.51251 -4.91881
N -1.15973 -5.07411 -3.59956
O 1.77021 2.82212 3.90919
C -2.68592 -3.68963 -4.83611
H 2.01527 5.25790 0.08202
C 2.38286 -1.36360 4.23576
C -2.10557 -1.66814 0.27076
N 3.24625 -1.33255 0.78282
H -0.53578 -0.56783 -4.21404
C 4.59643 -2.04135 3.51365
C 2.67919 -1.22347 1.96563
C -0.73007 -2.66386 -3.90211
C -3.37314 1.56052 6.22590
C 2.03540 3.93634 3.19261
C -3.08522 -2.46454 -5.33726
N 1.60038 -0.15347 -0.51617
N 0.11856 -0.41705 4.23283
C -4.16492 2.25910 5.31652
C 2.79820 6.21686 3.22929
H 5.32597 -2.19375 2.73146
C -2.26065 0.83494 5.80985
C -1.98062 0.83133 4.45814
C -2.79325 0.02199 -5.63236
H -4.47926 2.80255 3.24369
C 3.68879 -1.55508 -4.36952
C 1.31882 2.90454 0.96786
C 1.85708 4.01807 1.80170
H -3.22504 3.62596 -4.84856
C -2.18267 1.31903 2.22523
H 4.99069 -2.45478 -1.34482
C 2.39714 -0.63744 -2.60926
C -1.72215 2.01771 -2.32165
H 3.87940 -1.69542 -5.42426
C -2.77683 1.52807 3.54625
H 4.22344 -2.27513 6.88299
C 3.25431 -1.23116 -1.67626
C -0.89796 0.21922 3.68659
H -1.63510 0.30304 6.51104
C -2.08197 -3.66186 -1.05530
H 1.06044 -4.66301 -1.32716
C -3.04049 3.25212 -3.85169
C -0.08352 -2.60245 -0.31246
Ir 0.22107 0.11802 0.92134
C 2.71231 -0.91945 -0.35402
H -1.21739 2.22276 -4.39968
H 1.94881 -0.31198 -4.68822
H -5.01572 2.81861 5.67953
H -1.41926 -5.85965 -4.18448
C -1.50561 -3.79965 -4.10521
C -1.15260 -1.43948 -4.39641
H -1.94797 0.68454 -5.80752
N -0.76623 -1.62897 0.29420
N -2.64727 1.85448 1.11643
O 1.00772 3.04708 -0.19576
H 0.21489 -2.72661 -3.37868
C -2.33538 -1.31124 -5.11549
C 1.34432 0.03008 -1.84432
H -4.78752 4.19465 -3.05160
C -3.92887 3.57674 -2.82872
H 2.87633 7.22495 1.32893
C 4.89676 -2.28484 4.85115
H -4.40304 3.38541 -0.72403
C -2.78261 -2.68388 -0.37499
C -3.72572 3.12932 -1.52573
N 0.14503 -4.49691 -1.72302
H 1.52536 2.13381 3.25414
H 0.99611 -2.56561 -0.23970
H -3.29417 -4.56849 -5.00630
H -2.60568 -4.44732 -1.57450
O 0.51307 -6.41397 -2.85733
H 1.94395 -1.42923 6.33787
N 0.33607 0.68073 -2.38840
C 2.16441 5.21510 1.15170
C -2.08103 1.73656 -0.07460
H -3.62645 1.58843 7.27663
H 5.88270 -2.63958 5.11867
C 2.63758 6.30869 1.84843
H -4.00405 -2.40355 -5.90724
H 2.62071 4.96023 4.96620
N -0.93943 1.07624 -0.38613
H 3.16217 7.06786 3.78848
*
```